(1)
Formula: H36O18
Source: the OMol25 dataset
Level of theory: wB97M-V/def2-TZVPD

Structure (XYZ):
```
54
Properties=species:S:1:pos:R:3
O -3.278 -1.548 0.311
H -2.908 -0.683 0.613
H -2.970 -2.191 0.974
O 0.836 0.297 0.432
H -0.103 0.136 0.464
H 1.356 -0.302 0.996
O 3.349 2.086 0.974
H 2.443 2.130 0.703
H 3.471 1.287 1.493
O 3.299 -0.471 0.394
H 3.495 0.118 -0.401
H 2.436 -0.712 0.065
O -1.264 3.671 4.108
H -2.145 3.746 3.743
H -1.332 3.977 5.005
O 3.141 -2.441 2.942
H 2.861 -1.623 3.345
H 2.778 -2.232 2.072
O -2.472 0.342 -1.807
H -2.714 0.880 -2.547
H -3.291 0.429 -1.291
O 0.876 -4.001 -1.574
H 1.224 -3.062 -1.370
H 1.143 -3.915 -2.503
O -2.325 1.184 1.182
H -1.570 1.716 0.912
H -1.848 0.343 1.034
O 4.230 -0.212 -2.534
H 4.501 -0.564 -3.395
H 3.288 -0.363 -2.742
O -3.887 1.545 3.604
H -4.288 0.690 3.834
H -2.948 1.290 3.568
O -5.270 1.295 -0.856
H -5.122 0.898 0.003
H -6.048 1.880 -0.784
O -1.526 3.181 -2.656
H -0.669 3.646 -2.558
H -1.261 2.456 -3.245
O 0.271 -0.246 -5.426
H 0.620 -0.906 -4.844
H -0.024 0.569 -5.059
O 0.551 -3.702 3.918
H 1.031 -3.690 3.090
H 1.194 -4.243 4.390
O 0.295 -1.213 -1.453
H -0.227 -0.412 -1.397
H -0.355 -1.833 -1.111
O 3.127 1.995 -3.885
H 4.049 2.060 -3.581
H 3.402 1.439 -4.676
O 0.449 -1.413 2.210
H 0.602 -1.570 3.185
H -0.475 -1.739 2.136
```

Calculated total energy   -1375.77917 a.u.
Relative energy (zero: lowest compared OMol25 entry of this formula, charge and spin)   130.4 kcal per mole
Charge   0

***

(2)
Formula: C13H17N7O2
Source: the OMol25 dataset
Level of theory: wB97M-V/def2-TZVPD

Structure (XYZ):
```
39
Properties=species:S:1:pos:R:3
O 2.273 -1.209 -0.425
N 2.095 -2.378 0.039
C 0.724 -2.744 0.279
C -0.140 -1.733 0.017
N -1.417 -2.073 -0.271
N -2.444 -1.261 -0.669
N -3.469 -2.054 -0.930
N -3.156 -3.368 -0.732
C -1.883 -3.398 -0.294
C -1.000 -4.432 0.111
C 0.280 -4.099 0.479
O 3.037 -3.169 0.221
H 0.278 -0.430 0.141
H -1.441 -5.431 0.132
H 1.013 -4.810 0.844
C 0.787 1.196 -1.955
C -0.048 2.202 -1.185
C 0.528 3.604 -1.303
C -1.469 2.180 -1.724
N -0.041 1.809 0.240
C 0.263 0.614 0.722
N 0.554 0.738 2.012
C 1.131 -0.277 2.872
C 0.256 2.049 2.406
C -0.155 2.694 1.305
H 0.555 0.164 -1.685
H 0.577 1.324 -3.024
H 1.850 1.362 -1.792
H -0.099 4.353 -0.806
H 1.542 3.660 -0.884
H 0.591 3.874 -2.363
H -2.097 2.919 -1.210
H -1.433 2.439 -2.794
H -1.912 1.183 -1.614
H 1.577 -1.062 2.244
H 1.940 0.172 3.470
H 0.392 -0.746 3.543
H 0.423 2.428 3.393
H -0.464 3.711 1.186
```

Calculated total energy   -1039.10923 a.u.
Relative energy (zero: lowest compared OMol25 entry of this formula, charge and spin)   116.7 kcal per mole
Charge   0

***

(3)
Formula: C4H3NO5S
Source: the OMol25 dataset
Level of theory: wB97M-V/def2-TZVPD

Structure (XYZ):
```
14
Properties=species:S:1:pos:R:3
C 0.258 -0.045 0.162
C -0.651 0.972 0.441
C -0.189 -1.189 -0.345
C -1.854 0.521 0.746
N -2.102 -0.919 0.953
O -3.408 -0.010 -1.544
O -5.379 0.316 0.008
O -1.352 -1.749 0.067
O -3.078 1.190 0.644
O -3.469 -1.173 0.681
S -3.993 0.095 -0.249
H 1.318 0.240 -0.081
H -0.365 1.965 0.260
H 0.341 -1.853 -0.845
```

Calculated total energy   -983.15523 a.u.
Relative energy (zero: lowest compared OMol25 entry of this formula, charge and spin)   95.6 kcal per mole
Charge   0

***

(4)
Formula: C9H13NO2
Source: the OMol25 dataset
Level of theory: wB97M-V/def2-TZVPD

Structure (XYZ):
```
25
Properties=species:S:1:pos:R:3
C 1.129 2.049 -0.891
C 1.453 0.619 -1.096
C 0.900 0.004 -2.222
C 1.104 -1.367 -2.445
C 2.105 -1.976 -1.701
O 2.296 -3.261 -2.149
C 2.643 -1.419 -0.531
C 2.267 -0.118 -0.251
H 0.758 2.617 -1.751
H 1.939 2.746 -0.616
H 0.288 2.230 -0.192
H 0.292 0.594 -2.916
H 0.463 -1.869 -3.144
H 2.909 -3.812 -1.642
H 3.439 -1.913 0.023
H 2.449 0.236 0.780
C -3.943 0.944 2.644
C -2.925 0.026 1.901
N -1.581 0.422 2.079
O -3.207 -0.726 1.010
H -4.851 0.343 2.716
H -4.086 1.723 1.912
H -3.637 1.203 3.681
H -0.784 -0.135 1.811
H -1.418 0.840 2.989
```

Calculated total energy   -555.96246 a.u.
Structure (SMILES)   Cc1ccc(O)cc1.CC(N)=O
Relative energy (zero: lowest compared OMol25 entry of this formula, charge and spin)   25.9 kcal per mole
Charge   0

***

no.,E_HOMO (Eh)
1,-0.3874
2,-0.3000
3,-0.3127
4,-0.3045